Molecular formula: N4S
Method: DFT, ωB97M-V/def2-TZVPD

Output
DFT total energy = -617.1748 Eh
SMILES = N#[N+][S-].N#N
HOMO level = -9.8517 eV
relative energy (zero: lowest compared OMol25 entry of this formula, charge and spin) = 129.8 kJ/mol

Element x y z (Å)
1 N -0.5551 0.7252 -0.0456
2 N 0.5887 0.8081 0.0685
3 S 2.0945 0.6350 -0.0106
4 N -1.2780 -1.0646 0.0460
5 N -0.6534 -1.9593 -0.0439